C52H143N13O13 | the ωB97M-V functional and the def2-TZVPD basis

Each atom is followed by the atoms it is bonded to, with distances in Å.
Cartesian coordinates (Å):
1 C 1.700 0.550 -5.567  H25 1.090, C39 1.510, H111 1.090, O169 1.415
2 N 4.508 -2.189 4.688  H74 1.010, C147 1.485, H155 1.010
3 H -3.152 -1.274 1.533  C215 1.090
4 H -6.280 2.586 -3.485  C180 1.090
5 H -0.073 6.452 2.220  C67 1.090
6 O -1.272 0.462 1.225  C103 1.424, C138 1.463
7 H 0.488 -7.262 1.029  C110 1.090
8 H 4.710 -0.028 -0.974  C182 1.090
9 N 1.305 -1.262 -7.125  C39 1.438, H94 1.010, H221 1.010
10 H -0.522 -3.792 0.728  N16 1.010
11 H 2.787 6.199 3.040  N68 1.010
12 H -4.155 8.134 2.200  N66 1.010
13 O -3.477 8.436 5.245  C78 1.448, C161 1.420
14 H -3.978 3.203 -1.428  C82 1.090
15 O 3.596 1.566 -0.561  C100 1.450, C182 1.459
16 N -0.249 -4.181 -0.163  H10 1.010, C18 1.444, H19 1.010
17 H -2.179 -5.856 -3.365  C95 1.090
18 C 0.588 -5.328 0.100  N16 1.444, C86 1.510, C110 1.552, H134 1.090
19 H 0.273 -3.434 -0.599  N16 1.010
20 O -6.910 1.215 4.907  C96 1.432, C210 1.429
21 C -2.951 -3.416 2.070  H45 1.090, H56 1.090, O197 1.469, C215 1.542
22 H 4.837 -7.796 0.523  C151 1.090
23 H 2.084 -0.133 0.205  C64 1.090
24 H -1.428 -2.784 4.125  C113 1.090
25 H 2.367 0.045 -4.868  C1 1.090
26 H 5.936 -3.625 -4.395  N136 1.010
27 C -5.115 -2.212 1.465  H38 1.090, H58 1.090, H135 1.090, C215 1.547
28 C 0.341 8.855 1.560  O99 1.438, H121 1.090, H123 1.090, H204 1.090
29 O 4.583 -1.997 -3.830  C47 1.439, C163 1.465
30 C 1.794 5.444 1.589  C67 1.551, N68 1.459, H90 1.090, C189 1.537
31 H 0.691 -5.992 -1.930  C86 1.090
32 H 8.433 -1.249 -2.538  C203 1.090
33 H 5.355 0.265 4.049  C115 1.090
34 H 3.982 -1.950 -1.887  C47 1.090
35 H -4.474 2.349 7.214  C201 1.090
36 H -2.932 1.627 0.744  C138 1.090
37 H -7.059 0.093 -0.825  N65 1.010
38 H -5.616 -1.370 0.988  C27 1.090
39 C 0.733 -0.508 -6.042  C1 1.510, N9 1.438, H173 1.090, C199 1.462
40 C -3.535 -1.824 -3.377  C108 1.519, H167 1.090, C170 1.565, N195 1.518
41 H -3.072 -1.485 -5.454  C108 1.090
42 O 5.063 -3.754 0.239  C43 1.440, C154 1.408
43 C 4.420 -2.915 1.217  O42 1.440, H117 1.090, H156 1.090, H193 1.090
44 H 2.967 0.711 -2.437  C100 1.090
45 H -3.101 -4.426 1.690  C21 1.090
46 O -4.490 1.673 -2.689  C82 1.440, C180 1.465
47 C 3.953 -2.656 -2.717  O29 1.439, H34 1.090, H77 1.090, H219 1.090
48 C 5.809 -6.013 -0.299  N52 1.459, C151 1.519, C154 1.552, H202 1.090
49 H 6.692 -2.930 -2.264  C157 1.090
50 H 1.906 -1.887 0.168  C64 1.090
51 H 7.265 -4.696 -0.947  N52 1.010
52 N 7.180 -5.655 -0.644  C48 1.459, H51 1.010, H144 1.010
53 H -1.750 9.726 5.183  C161 1.090
54 H -0.562 -0.885 -4.419  C199 1.090
55 H -8.858 0.867 4.729  C210 1.090
56 H -3.313 -3.437 3.098  C21 1.090
57 H 1.819 -7.829 -2.716  C61 1.090
58 H -5.535 -3.124 1.040  C27 1.090
59 H -6.429 0.195 -3.713  C116 1.090
60 H -4.446 6.090 4.226  C148 1.090
61 C 2.640 -7.417 -2.128  H57 1.090, H129 1.090, H132 1.090, O198 1.390
62 H -1.928 -3.251 -4.040  C170 1.090
63 H 2.935 4.655 3.212  N68 1.010
64 C 1.413 -0.957 0.449  H23 1.090, H50 1.090, C139 1.573, H220 1.090
65 N -6.507 -0.187 -1.624  H37 1.010, C116 1.487, H128 1.010
66 N -4.666 7.601 2.890  H12 1.010, H81 1.010, C148 1.447
67 C 0.643 6.466 1.398  H5 1.090, C30 1.551, O99 1.430, H184 1.090
68 N 2.242 5.351 2.975  H11 1.010, C30 1.459, H63 1.010
69 O -3.546 -4.217 -3.141  C95 1.381, C170 1.436
70 C -3.163 5.701 2.546  H97 1.090, C148 1.533, H153 1.090, H207 1.090
71 H -4.553 -2.425 -5.180  C108 1.090
72 C 3.754 2.790 -2.739  C100 1.553, H142 1.090, C143 1.564, N145 1.447
73 H 0.747 -2.024 -4.435  C199 1.090
74 H 5.173 -2.361 5.428  N2 1.010
75 N -4.725 2.675 3.850  H137 1.010, C158 1.492, H213 1.010
76 H -6.146 2.478 -1.653  C180 1.090
77 H 2.904 -2.941 -2.798  C47 1.090
78 C -2.828 7.559 4.292  O13 1.448, H131 1.090, C148 1.512, H179 1.090
79 H -3.591 1.479 5.192  C158 1.090
80 H -4.505 -0.655 -4.901  C108 1.090
81 H -4.862 8.311 3.580  N66 1.010
82 C -3.579 2.727 -2.324  H14 1.090, O46 1.440, H171 1.090, H190 1.090
83 H 5.254 0.820 0.471  C182 1.090
84 H -1.962 8.876 6.642  C161 1.090
85 H -0.541 -2.213 -5.458  C199 1.090
86 C 1.376 -5.698 -1.134  C18 1.510, H31 1.090, H89 1.090, O198 1.396
87 H -2.954 -0.813 -1.703  N195 1.010
88 H -0.178 1.325 -0.270  C103 1.090
89 H 1.999 -4.935 -1.599  C86 1.090
90 H 2.628 5.675 0.926  C30 1.090
91 H -1.558 2.546 1.510  C138 1.090
92 H 5.858 -0.195 5.670  C115 1.090
93 C -8.244 0.831 -2.956  H112 1.090, C116 1.498, H125 1.090, H141 1.090
94 H 1.563 -0.601 -7.843  N9 1.010
95 C -2.855 -5.326 -2.694  H17 1.090, O69 1.381, H118 1.090, H146 1.090
96 C -5.585 0.706 5.097  O20 1.432, H109 1.090, C158 1.565, H185 1.090
97 H -2.511 4.950 2.992  C70 1.090
98 H 3.689 -1.013 6.171  C147 1.090
99 O 1.242 7.762 1.318  C28 1.438, C67 1.430
100 C 3.082 1.660 -1.913  O15 1.450, H44 1.090, C72 1.553, H104 1.090
101 H -0.641 -6.187 1.736  C110 1.090
102 H -2.113 -3.022 -2.285  C170 1.090
103 C -0.741 0.408 -0.095  O6 1.424, H88 1.090, H119 1.090, C139 1.497
104 H 2.053 2.017 -1.871  C100 1.090
105 H 0.924 -0.473 -1.989  N196 1.010
106 H 5.676 1.388 -1.215  C182 1.090
107 H -4.087 3.720 6.285  C201 1.090
108 C -3.952 -1.590 -4.819  C40 1.519, H41 1.090, H71 1.090, H80 1.090
109 H -5.486 0.184 6.049  C96 1.090
110 C -0.217 -6.471 0.773  H7 1.090, C18 1.552, H101 1.090, H165 1.090
111 H 2.436 0.941 -6.270  C1 1.090
112 H -8.651 -0.171 -3.091  C93 1.090
113 C -1.062 -2.385 3.179  H24 1.090, H160 1.090, H186 1.090, O197 1.468
114 C 0.544 2.572 -5.727  H152 1.090, H166 1.090, O169 1.450, H191 1.090
115 C 5.004 0.117 5.070  H33 1.090, H92 1.090, H120 1.090, C147 1.521
116 C -6.761 0.688 -2.799  H59 1.090, N65 1.487, C93 1.498, C180 1.605
117 H 3.424 -3.320 1.397  C43 1.090
118 H -3.547 -6.132 -2.452  C95 1.090
119 H -1.606 0.403 -0.758  C103 1.090
120 H 4.618 1.092 5.368  C115 1.090
121 H -0.527 8.938 0.906  C28 1.090
122 H -5.727 3.290 6.439  C201 1.090
123 H -0.140 8.784 2.536  C28 1.090
124 H -2.614 1.602 2.459  C138 1.090
125 H -8.614 1.401 -2.104  C93 1.090
126 H 0.374 3.836 1.852  C189 1.090
127 H 4.038 1.731 -4.391  N145 1.010
128 H -5.532 0.010 -1.446  N65 1.010
129 H 3.318 -8.216 -1.830  C61 1.090
130 C 0.923 1.129 4.094  H140 1.090, H172 1.090, H183 1.090, O206 1.456
131 H -2.257 8.102 3.538  C78 1.090
132 H 3.243 -6.742 -2.736  C61 1.090
133 H 5.969 -0.726 -2.846  C163 1.090
134 H 1.342 -5.005 0.819  C18 1.090
135 H -5.396 -2.233 2.518  C27 1.090
136 N 6.921 -3.628 -4.175  H26 1.010, C157 1.427, H200 1.010
137 H -5.695 2.948 3.778  N75 1.010
138 C -2.130 1.619 1.483  O6 1.463, H36 1.090, H91 1.090, H124 1.090
139 C 0.005 -0.880 -0.249  C64 1.573, C103 1.497, H162 1.090, N196 1.487
140 H 0.809 2.197 4.276  C130 1.090
141 H -8.476 1.356 -3.883  C93 1.090
142 H 4.812 2.653 -2.516  C72 1.090
143 C 3.363 4.201 -2.191  C72 1.564, H159 1.090, H208 1.090, H211 1.090
144 H 7.319 -6.073 -1.553  N52 1.010
145 N 3.637 2.632 -4.173  C72 1.447, H127 1.010, H176 1.010
146 H -2.292 -5.121 -1.783  C95 1.090
147 C 3.881 -0.908 5.103  N2 1.485, H98 1.090, C115 1.521, C150 1.556
148 C -3.797 6.659 3.561  H60 1.090, N66 1.447, C70 1.533, C78 1.512
149 H 2.872 -0.431 3.211  C150 1.090
150 C 2.622 -0.543 4.266  C147 1.556, H149 1.090, H168 1.090, O206 1.465
151 C 5.777 -7.488 0.064  H22 1.090, C48 1.519, H174 1.090, H194 1.090
152 H -0.331 2.325 -6.327  C114 1.090
153 H -2.641 6.159 1.705  C70 1.090
154 C 5.252 -5.042 0.776  O42 1.408, C48 1.552, H181 1.090, H216 1.090
155 H 3.826 -2.934 4.667  N2 1.010
156 H 4.349 -1.946 0.724  C43 1.090
157 C 6.970 -2.547 -3.245  H49 1.090, N136 1.427, C163 1.504, C203 1.526
158 C -4.589 1.913 5.126  N75 1.492, H79 1.090, C96 1.565, C201 1.496
159 H 2.302 4.449 -2.153  C143 1.090
160 H 0.006 -2.306 3.387  C113 1.090
161 C -2.532 9.322 5.826  O13 1.420, H53 1.090, H84 1.090, H187 1.090
162 H -0.580 -1.697 0.174  C139 1.090
163 C 5.945 -1.507 -3.606  O29 1.465, H133 1.090, C157 1.504, H214 1.090
164 N -3.406 -2.461 -0.146  C215 1.458, H217 1.010, H218 1.010
165 H -0.982 -6.909 0.132  C110 1.090
166 H -0.025 3.254 -5.096  C114 1.090
167 H -4.422 -1.797 -2.744  C40 1.090
168 H 1.900 -1.357 4.333  C150 1.090
169 O 1.005 1.535 -4.824  C1 1.415, C114 1.450
170 C -2.645 -3.102 -3.233  C40 1.565, H62 1.090, O69 1.436, H102 1.090
171 H -3.607 3.523 -3.068  C82 1.090
172 H 1.051 1.109 3.012  C130 1.090
173 H -0.081 -0.008 -6.567  C39 1.090
174 H 5.866 -8.065 -0.857  C151 1.090
175 H 9.172 -2.793 -3.092  C203 1.090
176 H 2.672 2.538 -4.454  N145 1.010
177 H 8.551 -1.527 -4.239  C203 1.090
178 H 2.097 3.320 1.473  C189 1.090
179 H -2.148 6.843 4.754  C78 1.090
180 C -5.908 2.036 -2.621  H4 1.090, O46 1.465, H76 1.090, C116 1.605
181 H 5.766 -5.140 1.732  C154 1.090
182 C 4.921 0.957 -0.557  H8 1.090, O15 1.459, H83 1.090, H106 1.090
183 H 0.101 0.455 4.336  C130 1.090
184 H 0.014 6.289 0.525  C67 1.090
185 H -5.324 -0.075 4.382  C96 1.090
186 H -1.503 -1.392 3.100  C113 1.090
187 H -2.970 10.201 6.298  C161 1.090
188 H -8.125 -0.043 6.073  C210 1.090
189 C 1.287 4.025 1.286  C30 1.537, H126 1.090, H178 1.090, H205 1.090
190 H -2.537 2.443 -2.181  C82 1.090
191 H 1.294 3.065 -6.346  C114 1.090
192 H -7.859 -0.613 4.443  C210 1.090
193 H 4.974 -2.778 2.146  C43 1.090
194 H 6.699 -7.750 0.583  C151 1.090
195 N -2.785 -0.696 -2.692  C40 1.518, H87 1.010, H212 1.010
196 N 0.216 -1.132 -1.698  H105 1.010, C139 1.487, H209 1.010
197 O -1.491 -3.259 2.080  C21 1.469, C113 1.468
198 O 2.164 -6.837 -0.958  C61 1.390, C86 1.396
199 C 0.112 -1.423 -5.086  C39 1.462, H54 1.090, H73 1.090, H85 1.090
200 H 7.291 -3.338 -5.069  N136 1.010
201 C -4.742 2.848 6.283  H35 1.090, H107 1.090, H122 1.090, C158 1.496
202 H 5.160 -5.724 -1.125  C48 1.090
203 C 8.409 -2.041 -3.287  H32 1.090, C157 1.526, H175 1.090, H177 1.090
204 H 0.875 9.803 1.626  C28 1.090
205 H 1.191 3.793 0.225  C189 1.090
206 O 2.102 0.703 4.834  C130 1.456, C150 1.465
207 H -3.967 5.153 2.056  C70 1.090
208 H 3.688 4.294 -1.155  C143 1.090
209 H -0.559 -0.857 -2.285  N196 1.010
210 C -7.990 0.288 5.043  O20 1.429, H55 1.090, H188 1.090, H192 1.090
211 H 3.961 4.946 -2.716  C143 1.090
212 H -3.161 0.199 -2.971  N195 1.010
213 H -4.608 2.038 3.075  N75 1.010
214 H 6.351 -0.934 -4.440  C163 1.090
215 C -3.579 -2.246 1.286  H3 1.090, C21 1.542, C27 1.547, N164 1.458
216 H 4.254 -5.422 0.996  C154 1.090
217 H -2.411 -2.623 -0.205  N164 1.010
218 H -3.939 -3.225 -0.536  N164 1.010
219 H 4.499 -3.543 -2.394  C47 1.090
220 H 1.266 -0.957 1.529  C64 1.090
221 H 0.636 -1.961 -7.416  N9 1.010

Computed properties:
total energy = -3756.5597 Ha
energy above the lowest of the compared OMol25 structures with the same formula, charge and spin = 473.9 kJ/mol
HOMO energy = -8.63 eV
frontier orbital gap = 8.98 eV